Entry 1:
Computed, not measured: a molecular structure, C15H23F7HfO7SSb at a distorted geometry, with ωB97M-V with the def2-TZVPD basis set.

Calculated values
Kohn-Sham gap (alpha / beta): 9.47 / 5.90 eV
Electronic energy: -67953.51728 eV
Charge: +2
Lowest unoccupied orbital energy (alpha / beta): -6.751 / -10.324 eV
2S+1: 2
ΔE to the lowest compared entry with this formula, charge and spin: 62.6 kJ/mol
⟨S²⟩: 0.77

Positions of all 55 atoms, in Å:
Hf (0.6320, 0.4105, 0.1999)
C (-0.1066, 1.8212, 3.2801)
C (-0.7153, 0.4529, 3.4270)
O (0.2111, -0.4479, 2.8404)
C (-0.1364, -1.8259, 2.8547)
C (0.3115, -2.4011, 1.5087)
O (1.3905, -1.5933, 0.9750)
C (2.6481, -1.7086, 1.6764)
C (3.3810, -0.3737, 1.6310)
O (2.3777, 0.6587, 1.5708)
C (2.7725, 1.9648, 2.0428)
C (1.5505, 2.8787, 1.8988)
O (0.3521, 2.0770, 1.9165)
H (0.7616, 1.9053, 3.9342)
H (-0.8240, 2.5991, 3.5365)
H (-1.6796, 0.3754, 2.9281)
H (-0.8420, 0.2537, 4.4945)
H (-1.2129, -1.9679, 2.9642)
H (0.3600, -2.3072, 3.6983)
H (-0.4770, -2.3242, 0.7678)
H (0.6258, -3.4408, 1.5817)
H (3.2397, -2.4798, 1.1863)
H (2.4458, -2.0039, 2.7036)
H (4.0385, -0.2771, 0.7690)
H (3.9584, -0.2398, 2.5449)
H (3.6074, 2.3383, 1.4505)
H (3.0856, 1.8444, 3.0796)
H (1.5504, 3.4122, 0.9542)
H (1.5335, 3.6098, 2.7043)
F (-1.2109, 0.1384, 0.7688)
C (-4.9974, -2.3934, -3.3169)
C (-3.8873, -1.4782, -3.0355)
C (-3.9807, -0.5025, -1.9898)
C (-2.9802, 0.3913, -1.7925)
C (-1.8331, 0.3061, -2.6318)
C (-1.6844, -0.6555, -3.6599)
C (-2.6936, -1.5406, -3.8469)
S (-0.6119, 1.5716, -2.4571)
O (0.6442, 0.9037, -2.9981)
O (-1.0345, 2.6722, -3.2323)
O (-0.3701, 1.8143, -1.0228)
H (-5.8475, -2.2634, -2.6550)
H (-4.6382, -3.4300, -3.2704)
H (-5.3132, -2.2605, -4.3608)
H (-4.8708, -0.4807, -1.3750)
H (-3.0398, 1.1481, -1.0217)
H (-0.7898, -0.6777, -4.2660)
H (-2.6270, -2.3016, -4.6147)
F (-0.0298, -0.8587, -1.1373)
Sb (2.5936, 1.1070, -2.4738)
F (2.3876, -0.3061, -1.1398)
F (2.0504, 1.9282, -0.7271)
F (4.3168, 1.2844, -1.8686)
F (2.5926, 2.7751, -3.2227)
F (3.0153, -0.1024, -3.7722)

---

Entry 2:
Computed, not measured: a molecular structure, C15H23IrN5O2S2 at a distorted geometry, with ωB97M-V with the def2-TZVPD basis set.

Calculated values
Kohn-Sham gap (alpha / beta): 6.86 / 7.03 eV
Electronic energy: -51967.16825 eV
Charge: +2
Lowest unoccupied orbital energy (alpha / beta): -7.628 / -7.735 eV
2S+1: 2
ΔE to the lowest compared entry with this formula, charge and spin: 295.6 kJ/mol
⟨S²⟩: 0.77

Positions of all 48 atoms, in Å:
Ir (0.1058, 0.0881, 0.1601)
N (-0.5173, 1.7025, 1.3512)
C (-1.7803, 1.6967, 2.1967)
C (-2.6406, 0.4583, 1.9697)
C (-2.3478, -0.7159, 2.9262)
C (-1.8154, -1.9361, 2.1987)
N (-0.4255, -1.6818, 1.6977)
H (0.2685, 2.0224, 1.9081)
H (-0.6435, 2.3872, 0.6105)
H (-2.3409, 2.5994, 1.9624)
H (-1.4788, 1.7745, 3.2399)
H (-2.4702, 0.1414, 0.9398)
H (-3.6942, 0.7289, 2.0222)
H (-3.2482, -0.9880, 3.4749)
H (-1.6210, -0.4363, 3.6907)
H (-2.4470, -2.1647, 1.3389)
H (-1.8144, -2.8121, 2.8474)
H (-0.1334, -2.4980, 1.1661)
H (0.1995, -1.6433, 2.4944)
C (1.2297, 0.2624, 3.7104)
C (2.2093, 0.1415, 2.5862)
N (1.9349, 0.0870, 1.2812)
C (3.1088, 0.0118, 0.5351)
C (4.2383, -0.0104, 1.2703)
S (3.8580, 0.0829, 2.9246)
C (2.9814, 0.0056, -0.9118)
C (3.9545, -0.1082, -1.8377)
S (3.2694, -0.0421, -3.3930)
C (1.7141, 0.1233, -2.7476)
N (1.7031, 0.1421, -1.4220)
C (0.5374, 0.2027, -3.6665)
H (0.2229, 0.3691, 3.3350)
H (1.4689, 1.1259, 4.3331)
H (1.2734, -0.6112, 4.3642)
H (5.2597, -0.0487, 0.9261)
H (5.0164, -0.2190, -1.6878)
H (0.7883, 0.7716, -4.5601)
H (-0.2963, 0.6788, -3.1667)
H (0.2524, -0.8007, -3.9916)
O (-2.9744, 2.2567, -1.7876)
C (-2.0401, 1.6493, -1.4195)
N (-1.1016, 0.9920, -1.0859)
C (-2.3841, -1.4810, -1.9637)
C (-1.1586, -1.5291, -1.1133)
O (-0.0838, -1.9801, -1.2353)
H (-2.4372, -2.4351, -2.4893)
H (-2.2139, -0.6619, -2.6607)
H (-3.2914, -1.2889, -1.3985)

---

Entry 3:
Computed, not measured: 2 unconnected molecules or ions with the total composition C15H23N4O6 at a distorted geometry, with ωB97M-V with the def2-TZVPD basis set.

Calculated values
Kohn-Sham gap: 7.75 eV
Electronic energy: -34175.51745 eV
Charge: -1
Lowest unoccupied orbital energy: 2.612 eV

Positions of all 48 atoms, in Å:
O (2.6242, -1.0895, -0.2486)
O (0.7911, 3.4056, 2.2322)
O (-3.5949, 3.3032, 2.8600)
O (0.2163, -2.8218, -4.1309)
O (-0.9702, -0.3259, 0.1407)
O (-1.2365, -4.4417, -3.7270)
C (-1.3128, 5.0890, -1.7798)
C (-1.9394, 4.4174, -0.9841)
C (2.5357, -1.8833, -1.1760)
C (0.5759, 2.5506, 1.3787)
C (-2.7044, 2.6480, 2.3270)
C (-0.6538, -3.3799, -3.4237)
C (-0.3764, -1.3895, -0.0403)
N (-0.1095, -2.1525, 1.0300)
N (2.9781, 1.6580, 1.6385)
N (-0.6940, 2.4397, 0.8442)
N (1.3906, -2.3347, -1.6748)
C (3.7874, -2.4324, -1.8170)
C (-2.5723, 1.1751, 2.7014)
C (0.5762, -3.4440, 1.0817)
C (1.6469, 1.5089, 0.9965)
C (-2.6845, 3.5972, -0.0159)
C (-1.8345, 3.2901, 1.2282)
C (-1.0064, -2.7591, -2.0622)
C (0.0396, -1.7822, -1.4774)
H (-0.7538, 5.6757, -2.4808)
H (-0.4268, -1.7659, 1.9032)
H (2.8752, 1.8929, 2.6269)
H (3.5301, 0.8079, 1.5080)
H (-0.8737, 1.5969, 0.2877)
H (1.4621, -2.9101, -2.5090)
H (3.8328, -3.5059, -1.6487)
H (4.6575, -1.9466, -1.3803)
H (3.7518, -2.2329, -2.8870)
H (-1.5483, 0.9560, 3.0135)
H (-2.8238, 0.5489, 1.8418)
H (-3.2484, 0.9303, 3.5249)
H (0.2654, -3.9932, 1.9705)
H (0.3413, -4.0444, 0.2023)
H (1.6548, -3.2835, 1.1226)
H (1.7683, 1.5260, -0.0911)
H (1.2476, 0.5287, 1.2674)
H (-3.5880, 4.1414, 0.2781)
H (-2.9954, 2.6623, -0.4933)
H (-1.4696, 4.2425, 1.6296)
H (-1.9547, -2.2281, -2.1590)
H (-1.1630, -3.5727, -1.3531)
H (-0.0139, -0.8723, -2.0760)

---

Entry 4:
Computed, not measured: a single C15H23N5O2 molecule at a distorted geometry, with ωB97M-V with the def2-TZVPD basis set.

Calculated values
Kohn-Sham gap: 8.50 eV
Electronic energy: -27473.62751 eV
Lowest unoccupied orbital energy: 0.730 eV
ΔE to the lowest compared entry with this formula, charge and spin: 239.8 kJ/mol
SMILES: CCN(CC)CCCNC(=O)Cn1ncn2cccc2c1=O

Positions of all 45 atoms, in Å:
C (1.1138, 1.9974, -3.4248)
C (0.7249, 1.5912, -1.9970)
N (1.7568, 1.0062, -1.1605)
C (2.4991, 1.9221, -0.3217)
C (3.5265, 2.8281, -1.0132)
C (2.5675, -0.0295, -1.7699)
C (1.7834, -1.3171, -2.0459)
C (1.4055, -2.0585, -0.7626)
N (0.5407, -1.2657, 0.0756)
C (0.9528, -0.7211, 1.2278)
O (2.0012, -0.9684, 1.7838)
C (-0.0706, 0.2684, 1.8210)
N (-1.3454, -0.3423, 2.1371)
N (-1.5085, -0.6802, 3.4226)
C (-2.5953, -1.2138, 3.8183)
N (-3.6444, -1.4579, 2.9714)
C (-4.8696, -1.9943, 3.1806)
C (-5.5489, -1.9995, 1.9859)
C (-4.7100, -1.4471, 1.0062)
C (-3.5268, -1.1129, 1.6317)
C (-2.2996, -0.5284, 1.1508)
O (-2.0751, -0.2139, -0.0102)
H (1.9769, 2.6574, -3.4306)
H (0.2777, 2.5198, -3.8838)
H (1.3412, 1.1246, -4.0320)
H (0.3492, 2.4726, -1.4718)
H (-0.1074, 0.8799, -2.0600)
H (3.0117, 1.3172, 0.4329)
H (1.7734, 2.5513, 0.2031)
H (4.2304, 2.2381, -1.5950)
H (4.0830, 3.3829, -0.2617)
H (3.0377, 3.5428, -1.6707)
H (3.0363, 0.3019, -2.7107)
H (3.3705, -0.2658, -1.0674)
H (2.4049, -1.9774, -2.6537)
H (0.8791, -1.0909, -2.6116)
H (0.8982, -2.9967, -1.0152)
H (2.2992, -2.2842, -0.1761)
H (-0.3036, -0.8966, -0.3491)
H (-0.2375, 1.0608, 1.0870)
H (0.3389, 0.6729, 2.7465)
H (-2.6919, -1.4748, 4.8593)
H (-5.1712, -2.3318, 4.1525)
H (-6.5454, -2.3635, 1.8328)
H (-4.9289, -1.3034, -0.0319)

---

Entry 5:
Computed, not measured: a molecular structure, C15H23N5O3 at a distorted geometry, with ωB97M-V with the def2-TZVPD basis set.

Calculated values
Kohn-Sham gap: 7.19 eV
Electronic energy: -29506.06844 eV
Lowest unoccupied orbital energy: 0.429 eV
ΔE to the lowest compared entry with this formula, charge and spin: 1636.6 kJ/mol

Positions of all 46 atoms, in Å:
C (5.2907, 2.0745, 0.2946)
C (3.8780, 1.9020, 0.1833)
C (3.3455, 1.2017, 1.3478)
H (3.4826, 1.5963, 2.2786)
H (2.1230, 0.8741, 1.1429)
C (3.7135, -0.3922, 1.5144)
N (3.5243, -1.1574, 0.4034)
C (2.4723, -1.4978, -0.4903)
N (2.7955, -2.0130, -1.6253)
N (4.2016, -1.9067, -1.6325)
N (4.5773, -1.0770, -0.5945)
N (1.1445, -1.3161, 0.0306)
H (1.1738, -1.4087, 1.0058)
C (0.1517, -1.9715, -0.4842)
C (-1.1150, -1.2229, -0.5290)
C (-2.3887, -1.7958, 0.0829)
C (-3.4272, -1.1416, 0.1291)
C (-3.4240, 0.3425, -0.0983)
C (-2.0388, 1.0639, -0.5999)
C (-1.0472, 0.2043, -0.5248)
H (-0.1116, 0.5682, -1.0171)
O (-2.2806, 2.3941, -0.6046)
C (-0.9705, 3.0435, -1.0831)
H (-1.2808, 4.0296, -1.1011)
H (-0.5770, 2.6975, -2.3222)
H (-0.1137, 2.8641, -0.3724)
O (-4.3961, 1.1131, -0.0834)
C (-5.6991, 1.0476, -0.3385)
H (-5.8989, 0.2339, -1.0944)
H (-6.2663, 1.7688, -0.3753)
H (-6.1311, 0.4457, 0.4942)
O (-4.7094, -1.5146, 0.3314)
C (-4.7771, -2.8398, 0.6383)
H (-4.2161, -3.3795, 1.4224)
H (-4.5849, -3.4854, -0.2959)
H (-5.8170, -2.8445, 0.8888)
H (-2.3396, -2.8163, -0.0215)
H (-0.0540, -3.0361, 0.1672)
H (0.4003, -2.1376, -1.5529)
H (3.1674, -0.7319, 2.3698)
H (4.9210, -0.3419, 1.8218)
H (3.1128, 2.9689, 0.4397)
H (3.3347, 1.3804, -0.7157)
H (5.6840, 0.9837, 0.0463)
H (5.4443, 2.8333, -0.6361)
H (5.7261, 2.3966, 1.1598)